Entry A
Here is the molecule C4H11NS from the Open Molecules 2025 dataset. Energies are from ωB97M-V/def2-TZVPD.

* LUMO level: 1.0033 eV
* orbital gap: 9.8 eV

Atoms and positions in Å:
C -1.1912 1.2988 -1.5146
N -0.5283 0.0040 -1.4320
C 0.4719 -0.1620 -0.3651
C -0.2727 -0.7162 0.8171
S 0.9340 -1.5316 2.0102
C -0.3004 2.5938 -1.5579
H -1.8886 1.4312 -0.6516
H -1.6289 1.3721 -2.5233
H -0.1657 -0.3163 -2.3063
H 1.2084 -0.8984 -0.6338
H 1.1484 0.7140 -0.2180
H -0.7549 -1.6179 0.5078
H -0.7517 0.0092 1.4799
H -0.0003 -2.2330 2.6869
H -0.2747 2.9391 -0.4537
H -0.9880 3.2904 -2.0681
H 0.6163 2.3012 -2.0661

=====

Entry B
Here is the molecule C4H11NS from the Open Molecules 2025 dataset. Energies are from ωB97M-V/def2-TZVPD.

* LUMO level: 0.9574 eV
* orbital gap: 9.8 eV

Atoms and positions in Å:
C 1.5207 1.2402 0.4432
C 0.9042 0.0785 -0.3706
C -0.1159 -0.6627 0.4738
C -1.5837 -0.3935 0.0810
S -2.7471 -0.9934 1.3811
N 0.5216 0.4679 -1.7368
H 0.7790 1.9799 0.7461
H 2.0066 0.7117 1.2632
H 2.2965 1.8102 -0.0652
H 1.7525 -0.5890 -0.5781
H 0.1257 -0.6220 1.5337
H -0.1119 -1.7373 0.2174
H -1.6269 -0.5925 -0.9858
H -1.8692 0.6751 0.0967
H -2.1947 -2.2027 1.6153
H -0.2370 1.1316 -1.7640
H 0.5796 -0.3021 -2.3508

=====

Most stable one: entry B, least stable one: entry A.

=====

Entry A
Here is the molecule C4H11NS from the Open Molecules 2025 dataset. Energies are from ωB97M-V/def2-TZVPD.

* LUMO level: 0.8914 eV
* orbital gap: 9.6 eV

Atoms and positions in Å:
C -0.4725 -0.5349 0.9661
C 0.7049 -1.4730 0.4544
S 0.2250 -1.9835 -1.2303
C -0.5867 0.7820 0.0450
N 0.2026 1.9021 0.6446
C -0.3528 3.2334 0.4566
H -1.4194 -1.0165 0.8731
H -0.2362 -0.2474 2.0174
H 0.7704 -2.3196 1.2297
H 1.7617 -0.9691 0.5266
H 0.9319 -3.1867 -1.3146
H -0.2007 0.6424 -0.9869
H -1.7135 0.9479 -0.0106
H 1.0991 1.8058 0.1475
H -0.9037 3.5220 1.3358
H -1.1502 3.0952 -0.2968
H 0.2844 4.1025 0.1181

=====

Entry B
Here is the molecule C4H11NS from the Open Molecules 2025 dataset. Energies are from ωB97M-V/def2-TZVPD.

* LUMO level: 0.9660 eV
* orbital gap: 10.1 eV

Atoms and positions in Å:
C -0.7668 -0.8906 -0.2496
C 0.7303 -0.6496 -0.3659
C 1.1351 0.7674 0.1929
S 1.2574 0.6976 2.0569
C -1.6803 -0.0530 -1.1613
N -1.8522 -0.6467 -2.5427
H -1.1907 -0.6760 0.7732
H -0.9309 -1.9668 -0.3718
H 1.1190 -0.9408 -1.3491
H 1.1076 -1.1590 0.5225
H 0.3631 1.5062 -0.0050
H 2.0928 1.0549 -0.2366
H 1.6198 1.9804 2.0622
H -1.3148 0.9530 -1.4298
H -2.6286 0.1411 -0.6729
H -2.7897 -1.0149 -2.5832
H -1.1014 -1.3103 -2.6609

=====

Entry C
Here is a structure of composition C4H11NS from the Open Molecules 2025 dataset. Energies are from ωB97M-V/def2-TZVPD.

* LUMO level: 1.0006 eV
* orbital gap: 9.9 eV

Atoms and positions in Å:
C 0.2581 -2.0093 -1.2612
C -0.8753 -0.0845 -2.5434
C -0.4239 -0.1540 -0.0876
C 0.7769 0.3152 0.8258
H 0.7112 -2.6358 -2.1099
H 1.0939 -2.3097 -0.5607
H -0.7555 -2.3775 -0.9204
H -0.7441 0.9489 -2.7410
H -1.8941 -0.2915 -2.3242
H -0.4215 -0.5561 -3.3704
H -1.0933 -0.7427 0.5242
H -0.8750 0.8389 -0.1244
H 1.5567 -0.4104 1.3016
H 1.3522 1.2004 -0.0240
H -0.6715 0.5446 2.8662
N 0.0981 -0.5839 -1.4434
S 0.1650 1.3421 2.2491

=====

Entry D
Here is the molecule C4H11NS from the Open Molecules 2025 dataset. Energies are from ωB97M-V/def2-TZVPD.

* LUMO level: 0.9000 eV
* orbital gap: 9.6 eV

Atoms and positions in Å:
C 0.5766 -0.9010 2.4263
N -0.0914 0.3018 1.9151
C -0.2379 0.3611 0.4459
C 0.6955 -0.2421 -0.5582
S -0.1124 -0.5308 -2.1575
C -0.9117 1.7042 0.1307
H 0.1887 -1.7806 1.9244
H 0.3983 -0.8612 3.5037
H 1.6681 -0.9071 2.3645
H 0.2643 1.1587 2.3145
H -1.0372 -0.4300 0.3135
H 0.8031 -1.2943 -0.2637
H 1.5729 0.4138 -0.6133
H 0.8512 -1.3156 -2.6585
H -1.7210 1.6807 -0.6060
H -0.1327 2.4306 -0.1597
H -1.3557 2.1125 1.0327

=====

Most stable one: entry B, least stable one: entry C.

=====

Entry A
Here is a cluster of 2 separate species, C2H7S2 in total from the Open Molecules 2025 dataset. Energies are from ωB97M-V/def2-TZVPD.

* net charge: -1
* LUMO level: 3.7079 eV
* orbital gap: 6.8 eV

Atoms and positions in Å:
S 2.3430 -2.1214 0.7720
H 1.2328 -2.8669 0.8965
C -1.3530 0.6009 0.1693
C 0.0463 1.0041 -0.2847
S 0.7162 -0.1136 -1.5648
H -2.0495 0.6941 -0.6655
H -1.3676 -0.4565 0.4425
H -1.6952 1.2109 1.0073
H 0.7453 0.9781 0.5445
H 0.0044 2.0025 -0.7097
H 1.3775 -0.9321 -0.6073

=====

Entry B
Here is a cluster of 2 separate species, C2H7S2 in total from the Open Molecules 2025 dataset. Energies are from ωB97M-V/def2-TZVPD.

* net charge: -1
* LUMO level: 3.8257 eV
* orbital gap: 6.8 eV

Atoms and positions in Å:
S 1.3757 2.6936 0.2760
H 0.5196 2.6482 1.4505
C -0.5167 -0.7389 0.6103
C -0.1174 -1.0966 -0.7991
S 0.3411 0.3189 -1.6948
H -1.2471 0.0567 0.5514
H 0.3910 -0.0983 0.9909
H -0.6342 -1.6383 1.3190
H 0.6685 -1.8646 -0.9494
H -0.9628 -1.6650 -1.2548
H 0.1821 1.3843 -0.5001

=====

Entry C
Here is a cluster of 2 separate species, C2H7S2 in total from the Open Molecules 2025 dataset. Energies are from ωB97M-V/def2-TZVPD.

* net charge: -1
* LUMO level: 3.7379 eV
* orbital gap: 6.4 eV

Atoms and positions in Å:
C 1.8386 -1.0742 1.1710
S 1.5262 0.6598 0.7398
H 2.7301 -1.3947 0.6354
H 2.0788 -1.1287 2.2342
H 0.9802 -1.7102 0.9399
H 0.1527 0.5199 0.3643
C -1.8594 0.9124 -1.3202
S -1.8019 -0.0993 0.2073
H -2.8813 0.9565 -1.7046
H -1.5014 1.9368 -1.1852
H -1.2627 0.4215 -2.0819

=====

Most stable one: entry A, least stable one: entry B.

=====

Entry A
Here is the ion C4H10N3O with charge +1 from the Open Molecules 2025 dataset. Energies are from ωB97M-V/def2-TZVPD.

* net charge: +1
* LUMO level: -3.3790 eV
* orbital gap: 11.5 eV

Atoms and positions in Å:
C 0.4107 -0.6704 1.0599
C 0.2385 0.4460 -0.9187
C 1.1384 -1.7272 1.8308
C -0.9150 -0.0869 -1.7809
N 0.8563 -0.3228 -0.1010
N -1.2340 0.9888 0.8115
N 0.8805 1.5679 -1.2443
O -0.5762 -0.0450 1.6980
H 1.4890 -2.3569 0.9960
H 0.5603 -2.2685 2.5364
H 2.1108 -1.3879 2.2546
H -0.7836 -0.1299 -2.8955
H -1.7877 0.5500 -1.6651
H -1.0889 -1.0744 -1.5044
H -2.1388 0.6069 0.4586
H 0.5351 2.1308 -2.0375
H 1.8275 1.9825 -0.9220
H -1.5230 1.7970 1.4235

=====

Entry B
Here is the ion C4H10N3O with charge +1 from the Open Molecules 2025 dataset. Energies are from ωB97M-V/def2-TZVPD.

* net charge: +1
* LUMO level: -3.1185 eV
* orbital gap: 10.7 eV

Atoms and positions in Å:
C -0.0595 0.2532 -1.8798
C -0.4904 -0.9551 -1.6242
C 0.1626 1.0179 -0.6206
C 0.5505 -0.6735 1.5283
N -0.4604 -0.2050 0.5911
N -0.3277 2.3076 -0.4961
N -0.6995 -1.3765 -0.2365
O 1.4950 0.9297 -0.3458
H 0.1438 0.6994 -2.8483
H -0.8518 -1.5805 -2.3826
H 0.9645 0.3028 1.9719
H 0.1946 -1.3371 2.3154
H 1.5278 -1.1857 1.0795
H -1.4100 2.3618 -0.5362
H 0.0001 2.8221 0.3326
H -1.6357 -1.8839 -0.2192
H -0.0540 -1.9859 0.1327
H 1.7874 1.5867 0.1768

=====

Most stable one: entry A, least stable one: entry B.

=====

Entry A
Here is a structure of composition H6O3Tl from the Open Molecules 2025 dataset. Energies are from ωB97M-V/def2-TZVPD.

* net charge: +3
* LUMO level: -21.6696 eV
* orbital gap: 4.7 eV

Atoms and positions in Å:
Tl 0.3557 -0.5289 0.4737
O -1.1056 1.3987 -1.0461
H -0.7461 1.8688 -1.8441
H -1.6638 2.0728 -0.5715
O -0.1871 -1.2875 -2.1235
H 0.5391 -1.1547 -2.7889
H -0.6903 -2.0889 -2.4399
O 1.0680 -0.1506 3.0748
H 1.8423 -0.5469 3.5427
H 0.5878 0.4172 3.7229

=====

Entry B
Here is a structure of composition H6O3Tl from the Open Molecules 2025 dataset. Energies are from ωB97M-V/def2-TZVPD.

* net charge: +3
* LUMO level: -19.6274 eV
* orbital gap: 8.6 eV

Atoms and positions in Å:
Tl -0.8457 -0.1769 0.7021
O 0.3167 0.8825 1.8673
H 0.0228 1.6660 2.3319
H 1.2630 0.8598 2.0097
O 0.1654 -1.4103 -0.5261
H -0.2407 -1.7947 -1.3029
H 1.0393 -1.7998 -0.4945
O -0.5394 0.4083 -1.1857
H -0.2515 1.2933 -1.4096
H -0.9299 0.0718 -1.9923

=====

Most stable one: entry B, least stable one: entry A.

=====

Entry A
Here is a cluster of 4 separate species, C3H14O3 in total from the Open Molecules 2025 dataset. Energies are from ωB97M-V/def2-TZVPD.

* LUMO level: 0.5124 eV
* orbital gap: 11.7 eV

Atoms and positions in Å:
C -2.4188 -1.0605 0.6960
C -2.0662 0.4936 0.5578
C -2.0027 0.9734 -0.9416
H -3.3936 -1.2447 0.1963
H -2.7337 -1.2053 1.7813
H -1.7354 -1.8896 0.3212
H -1.0097 0.5506 0.9930
H -2.7551 1.1436 1.0638
H -1.8458 2.0394 -1.0579
H -1.1340 0.4213 -1.4297
H -2.8788 0.5363 -1.4247
H 2.1623 1.1689 -0.6146
H 2.9000 1.6871 0.6745
O 1.9532 1.3282 0.3750
H 1.7495 -0.3079 0.9561
H 1.1920 -1.4156 1.9123
O 1.7416 -1.2791 1.1108
H 1.2544 -0.5748 -1.0766
H 2.5335 -0.9905 -1.5423
O 1.8828 -0.3438 -1.8141

=====

Entry B
Here is a cluster of 4 separate species, C3H14O3 in total from the Open Molecules 2025 dataset. Energies are from ωB97M-V/def2-TZVPD.

* LUMO level: 0.5142 eV
* orbital gap: 11.5 eV

Atoms and positions in Å:
C 0.6180 -4.1790 -3.3332
C 0.1687 -3.1227 -4.3553
C 0.3279 -1.6859 -3.8942
H 0.2966 -5.1598 -3.6718
H 0.1869 -3.9990 -2.3540
H 1.6987 -4.1260 -3.2371
H -0.8709 -3.3191 -4.6229
H 0.7586 -3.3179 -5.2594
H -0.0571 -0.9923 -4.6504
H -0.3726 -1.4946 -3.0795
H 1.3589 -1.4392 -3.6653
H -0.4407 2.4282 6.7900
H -0.4672 3.8617 6.2570
O -1.0423 3.0932 6.4118
H -1.2052 3.7613 3.4705
H -2.1472 2.8050 4.1329
O -1.6862 2.9421 3.2964
H 0.7843 4.1084 3.3621
H 1.3350 5.3048 4.1752
O 0.7559 4.5309 4.2270

=====

Most stable one: entry B, least stable one: entry A.

=====

Entry A
Here is the molecule C10H12N2O from the Open Molecules 2025 dataset. Energies are from ωB97M-V/def2-TZVPD.

* LUMO level: 0.9275 eV
* orbital gap: 8.3 eV

Atoms and positions in Å:
C -3.8714 -0.4127 -0.2977
C -2.8414 -1.3528 -0.2067
C -3.4604 0.9249 -0.1319
C -1.5691 -1.0781 0.1379
C -2.1017 1.2918 0.0335
C -1.1586 0.2671 0.2384
C 1.7932 1.8282 -0.3572
C 2.1497 0.5118 -0.5242
C 3.3934 -0.1807 -0.9777
C 1.7424 -1.1392 1.2723
N 0.1339 0.6998 0.6688
N 1.1955 -0.3255 0.1323
O 0.5033 1.9685 0.1319
H -4.7706 -0.8518 -0.3920
H -3.2018 -2.3971 -0.3306
H -4.1447 1.7442 0.0063
H -0.9257 -1.8568 0.0648
H -1.9259 2.3419 0.3515
H 2.1601 2.7481 -0.8933
H 3.6398 0.4363 -1.9199
H 3.2915 -1.2340 -1.2290
H 4.3632 -0.0214 -0.4159
H 1.6164 -2.1907 1.0403
H 2.8622 -0.9902 1.4232
H 1.1267 -0.7316 2.1751

=====

Entry B
Here is the molecule C10H12N2O from the Open Molecules 2025 dataset. Energies are from ωB97M-V/def2-TZVPD.

* LUMO level: 0.7373 eV
* orbital gap: 9.3 eV

Atoms and positions in Å:
C 3.7610 -0.2657 -0.3255
C 2.9077 0.1285 0.9275
C 1.5141 0.4510 0.4489
C 1.0857 1.6581 -0.0109
C -0.3044 1.9032 -0.2947
C -1.1847 0.8367 -0.1260
C -3.1061 -0.4131 -0.0948
C -1.9602 -1.3675 0.2271
C -0.7895 -0.4204 0.2507
C 0.5223 -0.5504 0.6713
H 3.3254 -2.2863 -0.6096
H 2.1253 -1.2542 -1.2442
H 3.9648 0.5309 -1.0701
H 4.7804 -0.6111 -0.0572
H 3.3519 0.9976 1.3997
H 2.9365 -0.7730 1.6138
H 1.7514 2.4634 -0.0691
H -0.6109 2.8675 -0.6711
H -3.0983 1.6070 -0.6577
H -2.0519 -1.8187 1.2432
H -1.8406 -2.1462 -0.5635
H 0.8084 -1.5580 1.0451
N 3.1405 -1.3767 -1.1021
N -2.5850 0.8477 -0.2903
O -4.2509 -0.7599 -0.0819

=====

Most stable one: entry B, least stable one: entry A.